[1]
{"formula": "C32H78F9N2O15PS", "method": "ωB97M-V/def2-TZVPD", "e_above_lowest_kj_mol": 0.00, "total_charge": 0, "gap_ev": 9.567, "multiplicity": 1, "elements": ["C", "C", "C", "O", "P", "C", "N", "N", "C", "C", "O", "C", "C", "O", "S", "O", "O", "C", "F", "F", "C", "F", "F", "C", "F", "F", "C", "F", "F", "F", "H", "H", "H", "H", "H", "H", "H", "H", "H", "H", "H", "H", "H", "H", "H", "H", "H", "H", "C", "C", "O", "H", "H", "H", "H", "H", "H", "C", "C", "O", "H", "H", "H", "H", "H", "H", "C", "C", "O", "H", "H", "H", "H", "H", "H", "C", "C", "O", "H", "H", "H", "H", "H", "H", "C", "C", "O", "H", "H", "H", "H", "H", "H", "C", "C", "O", "H", "H", "H", "H", "H", "H", "C", "C", "O", "H", "H", "H", "H", "H", "H", "C", "C", "O", "H", "H", "H", "H", "H", "H", "C", "C", "O", "H", "H", "H", "H", "H", "H", "C", "C", "O", "H", "H", "H", "H", "H", "H"], "coordinates": [[5.6976, -3.6534, 0.7475], [6.2088, -2.4904, -0.1047], [5.1462, -1.4316, -0.3345], [5.5379, -0.6084, -1.4449], [4.5140, 0.5759, -1.9794], [4.1326, -0.1254, -3.6375], [5.1520, -1.0061, -4.1467], [5.5663, 1.8862, -1.9215], [6.1630, 2.3871, -3.2025], [7.2425, 1.5901, -3.8665], [5.7181, 3.3906, -3.6168], [6.4829, 1.9365, -0.8170], [5.8466, 1.9563, 0.5415], [7.6566, 2.0739, -1.0231], [2.8561, 2.2515, -2.4000], [2.8373, 2.6906, -3.7859], [2.8994, 3.1910, -1.2973], [1.1790, 1.4358, -2.2016], [1.1697, 0.7625, -1.0231], [1.1015, 0.5083, -3.1864], [-0.1221, 2.3139, -2.3152], [-0.4375, 2.3417, -3.6166], [-1.1006, 1.6653, -1.6302], [-0.2132, 3.8144, -1.8563], [0.6239, 4.5366, -2.5928], [-1.4748, 4.1762, -2.1634], [-0.0073, 4.1162, -0.3230], [-1.1864, 4.2819, 0.2762], [0.7107, 5.1977, -0.1526], [0.5760, 3.0827, 0.2845], [6.5171, -4.3066, 1.0671], [4.9735, -4.2586, 0.1876], [5.1817, -3.3063, 1.6533], [7.0697, -2.0188, 0.3864], [6.5364, -2.8542, -1.0870], [5.0178, -0.8189, 0.5731], [4.1741, -1.9150, -0.5422], [3.7098, 0.3694, -0.8548], [3.1666, -0.6175, -3.4356], [3.9396, 0.7164, -4.3100], [4.9187, -1.9858, -4.0477], [5.3507, -0.8207, -5.1222], [8.0779, 2.2745, -4.0534], [6.8519, 1.2656, -4.8424], [7.6026, 0.7307, -3.3047], [5.9352, 2.9872, 0.9140], [4.7873, 1.6950, 0.5370], [6.4104, 1.3062, 1.2226], [-3.8848, 2.1516, 2.2929], [-5.0648, 2.7058, 1.5192], [-5.0643, 4.1334, 1.4932], [-3.8931, 2.5320, 3.3148], [-3.9165, 1.0614, 2.3245], [-2.9397, 2.4537, 1.8340], [-6.0038, 2.4202, 1.9931], [-5.0701, 2.3168, 0.4956], [-4.2540, 4.4154, 1.0538], [10.3633, -2.8698, -1.9924], [10.3013, -1.6255, -2.8568], [9.0878, -1.4838, -3.5910], [10.2133, -3.7630, -2.6005], [11.3322, -2.9452, -1.4968], [9.5954, -2.8492, -1.2226], [11.0788, -1.6691, -3.6195], [10.4823, -0.7310, -2.2505], [8.3483, -1.4082, -2.9743], [-8.8803, 6.0200, 2.3512], [-9.0738, 4.5297, 2.5521], [-9.0935, 3.8265, 1.3117], [-9.6795, 6.4230, 1.7287], [-8.8808, 6.5467, 3.3063], [-7.9272, 6.2177, 1.8562], [-10.0253, 4.3319, 3.0438], [-8.2795, 4.1274, 3.1892], [-8.2450, 3.9907, 0.8812], [-11.0209, 0.6541, 0.2990], [-10.1071, 0.9897, -0.8648], [-10.1841, 2.3563, -1.2395], [-12.0539, 0.9025, 0.0499], [-10.9654, -0.4073, 0.5490], [-10.7389, 1.2299, 1.1831], [-10.3914, 0.4260, -1.7537], [-9.0738, 0.7182, -0.6170], [-9.9256, 2.8795, -0.4705], [-2.2054, -1.2166, 1.1507], [-1.2072, -0.9126, 2.2489], [0.1197, -0.8097, 1.7352], [-1.9633, -2.1542, 0.6495], [-3.2235, -1.2889, 1.5360], [-2.1792, -0.4174, 0.4050], [-1.1808, -1.7028, 2.9994], [-1.4778, 0.0198, 2.7566], [0.1095, -0.1044, 1.0773], [-12.8065, -1.8377, 2.7312], [-13.1837, -2.6911, 1.5359], [-14.5655, -2.6053, 1.2109], [-13.3968, -2.1232, 3.6023], [-11.7484, -1.9497, 2.9726], [-12.9946, -0.7813, 2.5246], [-13.0057, -3.7456, 1.7453], [-12.5728, -2.4182, 0.6679], [-14.7687, -1.6881, 0.9970], [-2.6065, -5.8347, 2.8109], [-3.4266, -4.6308, 2.3892], [-3.8756, -4.7117, 1.0420], [-1.7487, -5.9561, 2.1491], [-2.2463, -5.7239, 3.8346], [-3.2051, -6.7473, 2.7618], [-2.8201, -3.7262, 2.4286], [-4.2780, -4.4920, 3.0646], [-4.4326, -5.4927, 0.9533], [3.1607, -2.7768, 3.0216], [4.0841, -1.6198, 3.3432], [4.6448, -1.0371, 2.1648], [3.6885, -3.5549, 2.4722], [2.7457, -3.2116, 3.9322], [2.3331, -2.4139, 2.4056], [4.9350, -1.9410, 3.9440], [3.5467, -0.8530, 3.9112], [3.9046, -0.7426, 1.6206], [1.5016, 5.7753, -6.1674], [0.9049, 4.4386, -6.5692], [1.8159, 3.3647, -6.4050], [2.4019, 5.9762, -6.7490], [0.7906, 6.5873, -6.3291], [1.7775, 5.7691, -5.1104], [0.6363, 4.4414, -7.6264], [-0.0138, 4.2533, -5.9977], [2.0631, 3.3334, -5.4705], [5.9600, -6.2332, 5.3241], [5.2628, -5.1532, 4.5184], [4.8820, -5.5966, 3.2223], [6.8454, -6.5876, 4.7962], [6.2635, -5.8557, 6.3013], [5.2961, -7.0860, 5.4849], [5.9331, -4.3083, 4.3615], [4.3876, -4.7855, 5.0663], [4.2756, -6.3375, 3.3298]], "forces_ev_per_angstrom": [[-0.1, 0.0, 0.2], [0.0, 0.0, 0.1], [-0.2, 0.2, -0.1], [0.0, 0.4, -0.4], [1.0, -1.0, 0.6], [-0.2, 0.1, 0.0], [0.1, -0.1, -0.2], [0.5, -0.6, 0.1], [0.2, -0.9, 0.5], [0.2, -0.1, -0.2], [-0.3, 1.2, -0.6], [-0.3, 0.1, -0.3], [0.2, -0.1, 0.4], [0.1, 0.2, 0.1], [-0.3, -0.2, -0.1], [-0.2, 0.4, 0.1], [-0.1, 0.3, 0.0], [-0.1, 0.2, -0.1], [0.0, 0.1, 0.0], [-0.1, -0.1, 0.2], [0.0, 0.0, 0.3], [-0.2, 0.0, -0.1], [0.0, -0.1, -0.1], [0.0, -0.5, 0.1], [0.2, 0.2, 0.0], [0.0, 0.2, -0.1], [-0.2, -0.7, -0.2], [-0.3, 0.2, 0.0], [0.3, 0.4, 0.1], [0.2, -0.1, 0.0], [-0.2, 0.1, -0.1], [0.1, 0.0, 0.1], [0.6, -0.1, -0.5], [-0.1, 0.0, -0.2], [0.0, 0.0, 0.2], [0.8, -0.3, -1.8], [0.2, 0.0, -0.1], [-0.4, 0.4, -0.1], [0.1, 0.2, -0.2], [-0.1, -0.2, 0.1], [0.1, 0.2, 0.1], [-0.1, 0.0, 0.1], [-0.2, -0.2, 0.0], [0.2, 0.1, 0.2], [-0.2, 0.2, 0.0], [-0.1, -0.2, -0.1], [0.2, 0.1, 0.0], [-0.2, 0.1, -0.2], [0.0, 0.0, 0.1], [0.1, 0.1, -0.1], [0.0, -0.1, 0.0], [0.0, 0.0, 0.0], [0.0, 0.0, 0.0], [0.0, 0.0, 0.0], [0.0, 0.0, 0.0], [0.0, -0.1, 0.0], [-0.1, 0.1, 0.0], [-0.1, 0.0, -0.2], [0.1, 0.1, -0.1], [-0.1, -0.1, 0.2], [0.0, 0.0, 0.0], [0.0, 0.0, 0.0], [-0.1, 0.0, 0.1], [0.0, 0.0, 0.0], [0.0, 0.0, 0.0], [0.1, -0.1, 0.0], [0.0, 0.0, -0.1], [0.1, 0.1, 0.1], [0.1, -0.1, -0.1], [0.0, 0.0, 0.0], [0.0, 0.0, 0.0], [0.0, 0.0, 0.0], [0.0, -0.1, -0.1], [0.0, 0.0, 0.0], [0.0, 0.0, 0.0], [-0.1, 0.1, 0.0], [0.0, 0.0, 0.0], [0.1, 0.0, 0.1], [0.0, 0.0, 0.0], [0.0, 0.0, 0.0], [0.0, 0.0, 0.0], [0.0, 0.0, 0.0], [0.0, 0.0, 0.0], [-0.1, 0.1, 0.1], [0.0, 0.0, -0.1], [0.0, 0.1, 0.0], [0.0, 0.1, 0.0], [0.0, 0.0, 0.0], [0.0, 0.0, 0.0], [-0.1, 0.0, 0.0], [0.0, 0.0, 0.0], [0.0, 0.0, 0.1], [0.1, -0.1, 0.0], [-0.1, 0.0, 0.0], [0.0, 0.0, 0.0], [0.0, 0.1, 0.0], [0.0, 0.0, 0.0], [0.0, 0.0, 0.0], [0.0, 0.0, 0.0], [0.0, 0.0, 0.0], [0.0, 0.0, 0.0], [0.0, -0.1, 0.0], [0.0, 0.0, -0.1], [0.0, 0.0, 0.0], [0.0, -0.1, 0.0], [0.0, 0.0, 0.0], [0.0, 0.0, 0.0], [0.0, 0.0, 0.0], [0.0, 0.0, 0.1], [0.0, 0.0, 0.0], [0.0, 0.1, 0.0], [-0.1, 0.1, -0.2], [-0.1, 0.1, 0.4], [-0.7, 0.1, 1.5], [-0.3, 0.0, 0.2], [0.0, 0.0, 0.0], [-0.1, 0.0, 0.1], [0.0, 0.0, 0.0], [0.1, 0.0, 0.0], [-0.3, 0.0, 0.4], [0.1, 0.0, 0.0], [0.0, 0.0, 0.0], [-0.1, 0.1, 0.1], [0.0, 0.0, 0.0], [0.0, 0.0, 0.0], [0.0, 0.0, 0.0], [0.0, 0.0, 0.0], [0.0, 0.0, 0.0], [0.1, -0.1, -0.1], [0.0, 0.0, -0.1], [0.0, -0.1, 0.1], [0.0, -0.1, 0.0], [0.0, 0.0, 0.0], [0.0, 0.0, 0.0], [0.0, 0.0, 0.0], [0.0, 0.0, -0.1], [0.0, 0.0, 0.0], [0.0, 0.0, 0.0]]}

=====

[2]
{"formula": "C3H6InO", "method": "ωB97M-V/def2-TZVPD", "total_charge": -1, "gap_ev": 7.841, "multiplicity": 1, "elements": ["C", "C", "C", "In", "O", "H", "H", "H", "H", "H", "H"], "coordinates": [[1.0964, -2.2727, 0.1752], [1.2485, -1.0811, 0.1035], [1.3085, 0.3777, 0.1049], [-0.8088, 1.1225, -0.3001], [-2.0415, -0.1796, 0.7946], [0.7151, -3.2468, -0.0044], [1.9806, 0.7312, -0.6799], [1.6001, 0.7386, 1.0943], [-1.1556, 1.0141, -2.0642], [-0.9838, 2.8262, 0.2156], [-2.9596, -0.0302, 0.5605]], "forces_ev_per_angstrom": [[-0.1, -0.5, -0.5], [0.0, 1.2, 0.3], [-0.4, -0.8, 0.0], [0.1, 0.0, -0.3], [0.3, 0.3, -0.1], [0.1, -0.1, 0.2], [0.0, 0.1, 0.2], [0.1, 0.1, -0.2], [0.0, -0.1, 0.3], [0.0, -0.2, 0.1], [-0.1, 0.0, 0.0]]}

=====

[3]
{"formula": "C3H10NO2", "method": "ωB97M-V/def2-TZVPD", "e_above_lowest_kj_mol": 9.24, "total_charge": 0, "gap_ev": [10.750, 8.459], "multiplicity": 2, "elements": ["C", "C", "C", "O", "N", "H", "H", "H", "H", "H", "H", "H", "H", "H", "H", "O"], "coordinates": [[-0.9443, -0.3184, -0.4330], [0.2295, 0.1886, -1.2406], [1.5637, -0.6866, -1.0605], [2.3218, -0.4884, -2.1260], [-1.4258, 0.7140, 0.4722], [-1.7156, -0.7026, -1.1030], [-0.5994, -1.1241, 0.2032], [0.5512, 1.1949, -0.9599], [0.0749, 0.2335, -2.3213], [1.9979, -0.2879, -0.1280], [1.2468, -1.7010, -0.8282], [-1.5445, 1.6117, 0.0231], [-2.2839, 0.4694, 0.9430], [-0.1498, -0.2664, 3.2859], [0.1748, 0.7515, 2.2078], [0.5027, 0.4118, 3.0653]], "forces_ev_per_angstrom": [[0.0, 0.1, 0.1], [1.5, 0.3, -0.7], [-1.5, 0.4, 1.4], [0.5, 0.0, -0.6], [0.3, 0.5, 0.4], [-0.1, -0.1, 0.0], [0.0, -0.4, 0.0], [-0.4, 0.0, 0.1], [-0.4, -0.2, 0.2], [0.3, 0.1, -0.2], [0.1, -0.6, -0.4], [-0.1, -0.1, -0.1], [-0.1, -0.1, -0.1], [0.2, 0.2, 0.0], [0.0, -0.1, 0.4], [-0.3, 0.0, -0.6]]}

=====

For reference, largest force on an atom by record: 1.99, 1.20, 2.08 eV Å⁻¹.